{
  "formula": "C25H55NO5",
  "method": "the ωB97M-V functional and the def2-TZVPD basis",
  "lumo_ev": 0.70,
  "homo_lumo_gap_ev": 10.69,
  "homo_ev": -9.99,
  "energy_ha": -1416.46634,
  "multiplicity": 1,
  "smiles": "CCNOC(=O)OCCOC(C)=O.CCCCCC.CCCCCC.CCCCCC",
  "species": ["C", "C", "N", "O", "C", "O", "O", "C", "C", "O", "C", "C", "O", "H", "H", "H", "H", "H", "H", "H", "H", "H", "H", "H", "H", "H", "C", "C", "C", "C", "C", "C", "H", "H", "H", "H", "H", "H", "H", "H", "H", "H", "H", "H", "H", "H", "C", "C", "C", "C", "C", "C", "H", "H", "H", "H", "H", "H", "H", "H", "H", "H", "H", "H", "H", "H", "C", "C", "C", "C", "C", "C", "H", "H", "H", "H", "H", "H", "H", "H", "H", "H", "H", "H", "H", "H"],
  "positions_angstrom": [[2.121, 0.480, 2.271], [3.549, -0.039, 2.140], [4.481, 1.094, 2.210], [5.810, 0.616, 2.495], [6.186, 0.939, 3.753], [7.315, 1.239, 4.027], [5.184, 0.799, 4.633], [5.590, 0.532, 5.992], [4.505, -0.306, 6.637], [3.425, 0.486, 7.131], [2.538, 0.902, 6.160], [2.516, 2.387, 5.932], [1.849, 0.115, 5.563], [1.770, 0.925, 1.338], [1.457, -0.336, 2.560], [2.052, 1.228, 3.062], [3.660, -0.615, 1.216], [3.771, -0.682, 2.991], [4.590, 1.491, 1.283], [6.545, 0.010, 6.014], [5.656, 1.485, 6.518], [4.936, -0.812, 7.502], [4.137, -1.062, 5.939], [3.085, 2.909, 6.698], [1.493, 2.748, 5.864], [3.016, 2.562, 4.974], [-0.087, -0.511, -1.918], [-0.326, 0.900, -1.387], [-1.524, 1.001, -0.443], [-2.871, 0.644, -1.072], [-3.240, 1.473, -2.301], [-3.379, 2.964, -2.011], [-0.934, -0.872, -2.504], [0.793, -0.537, -2.562], [0.079, -1.207, -1.094], [-0.444, 1.594, -2.223], [0.566, 1.227, -0.845], [-1.566, 2.015, -0.036], [-1.358, 0.341, 0.415], [-3.651, 0.763, -0.314], [-2.878, -0.415, -1.345], [-4.189, 1.102, -2.698], [-2.500, 1.321, -3.093], [-4.146, 3.145, -1.255], [-3.669, 3.502, -2.915], [-2.443, 3.399, -1.657], [-1.817, 3.975, -5.548], [-3.159, 4.021, -6.274], [-3.991, 2.751, -6.096], [-3.349, 1.477, -6.645], [-2.994, 1.524, -8.131], [-4.204, 1.719, -9.039], [-1.183, 3.170, -5.922], [-1.273, 4.911, -5.683], [-1.963, 3.825, -4.477], [-2.996, 4.220, -7.337], [-3.738, 4.867, -5.892], [-4.968, 2.901, -6.565], [-4.191, 2.603, -5.030], [-4.033, 0.641, -6.470], [-2.445, 1.247, -6.072], [-2.498, 0.587, -8.398], [-2.265, 2.317, -8.318], [-4.930, 0.916, -8.897], [-3.906, 1.718, -10.089], [-4.708, 2.667, -8.844], [0.654, -6.217, 4.571], [-0.574, -5.656, 3.859], [-0.433, -5.623, 2.337], [0.702, -4.740, 1.817], [0.629, -3.279, 2.257], [-0.617, -2.550, 1.763], [1.541, -5.609, 4.385], [0.498, -6.246, 5.650], [0.866, -7.234, 4.236], [-0.793, -4.655, 4.239], [-1.441, -6.272, 4.110], [-1.381, -5.294, 1.902], [-0.274, -6.643, 1.973], [0.701, -4.782, 0.723], [1.663, -5.157, 2.131], [1.512, -2.758, 1.872], [0.685, -3.209, 3.347], [-0.665, -2.568, 0.673], [-0.599, -1.507, 2.082], [-1.532, -2.996, 2.153]],
  "mulliken_charge": [-0.54, -0.16, -0.30, -0.22, 0.57, -0.56, -0.12, -0.59, -0.52, -0.42, 0.86, -1.07, -0.51, 0.10, 0.09, 0.10, 0.38, 0.15, 0.30, 0.50, 0.28, 0.37, 0.30, 0.35, 0.37, 0.23, -0.99, -0.29, -0.21, -1.08, 0.09, -1.29, 0.30, 0.41, 0.03, 0.22, 0.29, 0.34, 0.05, 0.40, 0.35, 0.49, -0.07, 0.36, 0.38, 0.28, -0.90, -0.55, -0.39, -0.53, -0.55, -1.22, 0.25, 0.42, 0.04, 0.33, 0.37, 0.41, 0.06, 0.43, 0.20, 0.40, 0.25, 0.29, 0.39, 0.28, -1.20, -0.35, -0.78, -0.96, 0.18, -1.10, 0.28, 0.38, 0.30, 0.24, 0.39, 0.30, 0.41, 0.39, 0.35, 0.03, 0.29, 0.22, 0.34, 0.35]
}



{
  "formula": "C35H24AgAsF5N3O",
  "method": "the ωB97M-V functional and the def2-TZVPD basis",
  "lumo_ev": -0.53,
  "homo_lumo_gap_ev": 7.55,
  "homo_ev": -8.08,
  "energy_ha": -4469.64709,
  "multiplicity": 1,
  "species": ["Ag", "C", "C", "N", "C", "C", "C", "C", "C", "C", "C", "C", "N", "C", "N", "H", "H", "H", "H", "H", "H", "H", "H", "H", "F", "C", "C", "C", "F", "C", "F", "C", "F", "C", "F", "O", "As", "C", "C", "C", "C", "C", "C", "C", "C", "C", "C", "C", "C", "C", "C", "C", "C", "C", "C", "H", "H", "H", "H", "H", "H", "H", "H", "H", "H", "H", "H", "H", "H", "H"],
  "positions_angstrom": [[-0.067, -2.781, 0.121], [-2.544, -2.973, 3.902], [-1.996, -3.236, 2.663], [-1.132, -2.403, 2.074], [-0.773, -1.290, 2.708], [-1.237, -0.960, 3.979], [-2.161, -1.815, 4.563], [-0.834, 0.274, 4.682], [0.365, 0.849, 4.812], [1.699, 0.405, 4.359], [2.778, 1.273, 4.492], [4.009, 0.833, 4.041], [4.188, -0.378, 3.523], [3.101, -1.143, 3.470], [1.874, -0.819, 3.854], [-3.251, -3.662, 4.339], [-2.253, -4.132, 2.112], [-0.104, -0.637, 2.168], [-2.566, -1.585, 5.541], [-1.654, 0.780, 5.183], [0.388, 1.782, 5.365], [2.660, 2.252, 4.937], [4.884, 1.473, 4.094], [3.232, -2.141, 3.066], [-1.492, -4.464, -2.430], [-0.267, -3.988, -2.777], [0.544, -3.407, -1.832], [1.751, -2.936, -2.304], [2.631, -2.346, -1.463], [2.142, -3.019, -3.629], [3.321, -2.532, -4.049], [1.288, -3.612, -4.544], [1.640, -3.703, -5.834], [0.070, -4.107, -4.115], [-0.758, -4.680, -5.002], [0.474, -0.384, -0.068], [-0.222, 0.865, -0.897], [0.844, 1.283, -2.431], [0.969, 0.290, -3.400], [1.836, 0.480, -4.463], [2.569, 1.657, -4.557], [2.442, 2.644, -3.591], [1.581, 2.457, -2.517], [-0.283, 2.432, 0.223], [-1.030, 3.574, -0.052], [-0.983, 4.655, 0.816], [-0.185, 4.601, 1.951], [0.566, 3.466, 2.219], [0.516, 2.377, 1.360], [-1.975, 0.472, -1.585], [-2.651, 1.408, -2.366], [-3.902, 1.106, -2.878], [-4.474, -0.136, -2.626], [-3.790, -1.076, -1.872], [-2.540, -0.773, -1.349], [0.410, -0.636, -3.313], [1.949, -0.294, -5.211], [3.251, 1.799, -5.386], [3.020, 3.556, -3.666], [1.490, 3.219, -1.753], [-1.650, 3.634, -0.935], [-1.566, 5.541, 0.604], [-0.148, 5.449, 2.623], [1.199, 3.428, 3.096], [1.098, 1.483, 1.554], [-2.192, 2.357, -2.613], [-4.426, 1.833, -3.484], [-5.447, -0.374, -3.035], [-4.219, -2.054, -1.696], [-2.002, -1.512, -0.768]],
  "mulliken_charge": [-0.31, -0.68, -0.52, 0.00, -0.01, 0.27, -0.41, -0.97, -0.40, 0.94, -0.51, -0.34, -0.60, -0.13, -0.36, 0.40, 0.41, 0.69, 0.48, 0.43, 0.32, 0.42, 0.41, 0.45, -0.38, 1.07, -1.06, 0.83, -0.39, 0.01, -0.40, 0.75, -0.36, 0.18, -0.33, -0.30, 1.37, 0.32, -0.52, -0.66, -0.60, -0.66, -0.26, -0.07, -0.17, -0.70, -0.67, -0.37, -0.47, 0.52, -0.41, -0.80, -0.47, -0.79, 0.16, 0.48, 0.41, 0.39, 0.39, 0.38, 0.17, 0.41, 0.40, 0.39, 0.48, 0.35, 0.40, 0.38, 0.45, 0.12]
}



Number 1 is which compound?
C25H55NO5